Record 1
{
  "formula": "C6H4N2O6Yb",
  "method": "ωB97M-V with the def2-TZVPD basis set",
  "homo_ev": [-21.43, -21.43],
  "e_tot_ha": -1949.61689,
  "e_above_lowest_kcal_mol": 0.0,
  "spin_multiplicity": 2,
  "orbital_gap_ev": [7.74, 7.05],
  "fmax_ev_per_a": 5.982,
  "total_charge": 3,
  "elements": ["O", "C", "Yb", "O", "C", "C", "O", "C", "O", "C", "O", "N", "C", "N", "O", "H", "H", "H", "H"],
  "positions_angstrom": [[-0.000076, 3.992268, -1.423537], [0.002545, 2.855266, -1.544126], [-0.000783, -0.353939, -1.082516], [0.000259, 0.045742, -4.793679], [-0.000002, -0.020122, -3.649969], [-0.001267, -2.709464, -1.430002], [-0.000652, -3.853048, -1.481944], [-2.452310, -0.023905, -1.471717], [-3.597242, 0.053256, -1.529658], [2.452236, -0.026055, -1.470693], [3.595546, 0.051566, -1.529201], [1.146217, -0.110330, 2.876604], [-0.003119, -0.008727, 2.197368], [-1.148722, 0.111331, 2.882887], [-0.000931, -0.041462, 0.927407], [1.158977, -0.088082, 3.896423], [2.007893, -0.197884, 2.371329], [-2.002509, 0.190091, 2.369705], [-1.156056, 0.133500, 3.885327]],
  "forces_ev_per_a": [[0.0104, -3.7315, -0.5035], [-0.0112, 3.1339, 0.6273], [0.0025, 2.1775, 0.4705], [-0.0009, -0.1723, 4.3771], [0.0013, 0.1568, -4.7175], [0.0020, -5.9771, -0.2521], [-0.0032, 4.5028, 0.1164], [-5.3622, 0.2894, -0.2223], [4.8128, -0.2536, 0.1666], [5.1895, 0.2839, -0.2152], [-4.6467, -0.2450, 0.1613], [-1.0932, 0.0993, -0.5097], [0.0764, 0.1043, 4.1487], [1.2912, -0.1527, -1.4244], [-0.0775, -0.3335, -2.4615], [0.1664, -0.0097, -0.4072], [0.3044, 0.0039, 0.1575], [-0.4857, 0.0831, 0.1284], [-0.1763, 0.0406, 0.3597]]
}

Record 2
{
  "formula": "C7H13N3O4S",
  "method": "ωB97M-V with the def2-TZVPD basis set",
  "homo_ev": -9.59,
  "e_tot_ha": -1137.87010,
  "e_above_lowest_kcal_mol": 89.2,
  "orbital_gap_ev": 8.93,
  "fmax_ev_per_a": 6.385,
  "elements": ["C", "C", "C", "C", "C", "C", "C", "H", "H", "H", "H", "H", "H", "H", "H", "H", "H", "H", "H", "H", "N", "N", "N", "O", "O", "O", "O", "S"],
  "positions_angstrom": [[-2.125973, -0.027688, -0.471692], [-1.006447, 0.582240, 0.049569], [-3.320742, 0.394350, 0.388908], [1.401269, 0.599991, 0.675590], [2.085494, 1.542085, -0.290132], [2.527746, -0.366383, 1.119996], [2.796526, -1.347898, -0.009582], [-2.213970, -1.832766, 0.387629], [-2.703504, -1.796755, -1.232642], [-2.455775, 0.288906, -1.488310], [-3.182553, 1.605212, 0.743454], [-3.314632, -0.336483, 1.269674], [-5.474864, -1.051140, 0.687820], [0.201613, -1.037562, -0.082595], [1.059162, 1.219654, 1.597658], [2.074079, -0.830287, 2.105533], [3.495829, 0.035130, 1.438930], [3.432948, -1.567218, -1.890285], [3.908542, 0.039404, -1.251079], [0.287218, 2.534330, -0.473971], [-1.874211, -1.507109, -0.548158], [0.208172, -0.056881, 0.015537], [3.664220, -0.948544, -1.108412], [-1.053973, 1.763948, 0.407310], [3.221477, 1.704132, -0.670760], [1.945315, -2.296757, -0.104313], [1.253951, 2.607675, -0.742850], [-4.836921, 0.086424, -0.522834]],
  "forces_ev_per_a": [[-3.7859, -2.8584, -1.7772], [5.4173, 3.3096, 0.6845], [0.3060, 1.5346, 2.1617], [0.3619, 0.2096, 0.4169], [-1.7105, 5.2194, -1.9328], [-0.6932, -1.6080, 2.2945], [-2.7871, -0.8395, -2.3115], [0.4800, -0.2160, -1.0186], [2.3365, 0.1431, 1.9304], [1.2051, 0.1932, 0.4152], [-0.5497, -3.7691, -0.9831], [-0.0834, 1.5686, -0.7718], [1.2815, 2.6628, -3.0430], [0.3099, -1.4075, -0.3789], [0.4417, -0.9099, -1.7465], [1.1392, 0.0114, -2.2268], [-0.5889, 0.9768, -0.2116], [0.4391, 0.6628, 0.1679], [-0.2627, -0.7511, 0.3322], [1.3271, -0.2805, 0.1542], [-3.8769, 0.0173, -0.9729], [0.4816, 1.9897, 1.5552], [-2.0351, -2.0882, 2.3599], [0.1029, 0.2241, 0.2252], [-0.4057, -1.5217, 1.0739], [3.4293, 2.0820, -0.1509], [-0.2715, -1.7967, 0.7187], [-2.0084, -2.7583, 3.0354]]
}

Record 3
{
  "formula": "C4H8S",
  "method": "ωB97M-V with the def2-TZVPD basis set",
  "homo_ev": -8.58,
  "e_tot_ha": -555.34827,
  "e_above_lowest_kcal_mol": 13.6,
  "orbital_gap_ev": 9.60,
  "fmax_ev_per_a": 2.667,
  "elements": ["C", "C", "C", "C", "H", "H", "H", "H", "H", "H", "H", "H", "S"],
  "positions_angstrom": [[1.619843, -0.663289, -0.173776], [0.208453, -0.437039, 0.464012], [-0.303752, 0.833477, -0.099912], [-1.778375, 0.420125, -0.037726], [1.593995, -0.711097, -1.253073], [2.317768, 0.169613, 0.185784], [2.048509, -1.620583, 0.204285], [0.170338, -0.429485, 1.513154], [0.067639, 1.794171, 0.432557], [-0.026740, 0.750843, -1.107808], [-2.305740, 0.562995, -0.943765], [-2.284376, 0.664224, 0.873622], [-1.327559, -1.333955, -0.057350]],
  "forces_ev_per_a": [[0.3017, -0.8250, 2.4017], [1.8939, -0.4371, -1.6255], [-0.9360, 1.7333, 1.7978], [0.4259, -0.1681, -0.1664], [-0.1808, 0.1564, -0.2084], [-0.9962, -0.9996, -0.5906], [-0.0662, 0.6073, -0.3615], [0.5230, -0.1655, 1.4972], [-0.7496, -1.4114, -1.0867], [0.4232, 0.8331, -1.5665], [-0.9912, 0.9464, -0.4743], [-0.4792, 0.3663, 0.2811], [0.8315, -0.6361, 0.1019]]
}

Record 4
{
  "formula": "C3H5N2O",
  "method": "ωB97M-V with the def2-TZVPD basis set",
  "homo_ev": [-15.26, -15.26],
  "e_tot_ha": -301.66106,
  "e_above_lowest_kcal_mol": 105.6,
  "smiles": "C[N+](=O)C=C=N",
  "orbital_gap_ev": [9.08, 9.08],
  "fmax_ev_per_a": 5.674,
  "total_charge": 1,
  "elements": ["C", "N", "O", "C", "C", "N", "H", "H", "H", "H", "H"],
  "positions_angstrom": [[-1.820235, 0.220406, -0.009842], [-0.395331, 0.443406, 0.058412], [-0.020005, 1.598906, -0.117581], [0.415939, -0.600834, 0.135324], [1.763945, -0.365400, 0.043553], [2.912485, -0.125938, 0.012363], [-2.288968, 0.982752, -0.710179], [-2.131245, -0.915489, -0.326142], [-2.163652, 0.436479, 1.049183], [-0.006798, -1.622811, 0.322662], [3.733860, -0.051474, -0.457750]],
  "forces_ev_per_a": [[-2.9710, -1.6084, 0.3140], [0.0759, 1.4361, -1.8603], [0.1732, -0.7187, 0.5260], [-0.0404, -2.0626, 0.8008], [2.6281, 0.7112, -0.0620], [-5.3568, -0.9583, 1.6053], [0.8354, -1.0345, 0.9230], [1.0382, 2.9791, 0.8626], [0.0003, -0.3559, -1.2491], [0.6596, 1.2686, -0.3011], [2.9574, 0.3435, -1.5593]]
}

Record 5
{
  "formula": "C19H33BBrF2I2O8S3",
  "method": "ωB97M-V with the def2-TZVPD basis set",
  "homo_ev": -4.41,
  "e_tot_ha": -5934.28765,
  "orbital_gap_ev": 5.97,
  "fmax_ev_per_a": 4.538,
  "total_charge": -1,
  "elements": ["C", "C", "I", "C", "I", "C", "C", "C", "F", "O", "B", "F", "O", "C", "Br", "H", "H", "H", "H", "H", "H", "H", "H", "H", "C", "C", "C", "S", "O", "O", "C", "H", "H", "H", "H", "H", "H", "H", "H", "C", "C", "C", "S", "O", "O", "C", "H", "H", "H", "H", "H", "H", "H", "H", "C", "C", "C", "S", "O", "O", "C", "H", "H", "H", "H", "H", "H", "H", "H"],
  "positions_angstrom": [[1.626071, 1.871362, 1.602937], [0.364640, 2.262933, 2.516731], [-0.804486, 3.956529, 1.870555], [0.027267, 1.541818, 3.691076], [1.328169, -0.170168, 4.107074], [-1.192593, 1.888013, 4.641600], [-2.478867, 1.161479, 4.049796], [-3.009571, -0.046075, 4.922663], [-3.569068, 2.029187, 3.747838], [-0.824585, 1.166228, 5.851002], [-0.101987, 2.121927, 6.734958], [-0.195680, 1.931764, 8.172541], [-0.220910, 3.503665, 6.182616], [-1.321356, 3.346343, 5.282203], [-2.879369, 3.313783, 6.589232], [2.579279, 1.795453, 2.213144], [1.791657, 2.746841, 0.893793], [1.452980, 0.911655, 1.012801], [-2.159431, 0.706968, 3.056110], [-4.031918, -0.368078, 4.534610], [-3.125282, 0.187460, 6.013092], [-2.330207, -0.932786, 4.720318], [1.073130, 1.881910, 6.519530], [-1.578141, 4.228246, 4.642535], [1.903539, -0.948630, -3.358650], [0.432889, -1.302256, -3.586980], [-0.080526, -1.971334, -2.309984], [0.901577, -1.312652, -0.966691], [1.691457, -2.385366, -0.405890], [0.084451, -0.450450, -0.149021], [1.964638, -0.298304, -1.982639], [2.285640, -0.282118, -4.134048], [2.507830, -1.860939, -3.368411], [-0.136433, -0.387113, -3.778685], [0.304097, -1.955123, -4.452729], [-1.131397, -1.744841, -2.131877], [0.068836, -3.054182, -2.336033], [2.969096, -0.276336, -1.562223], [1.543192, 0.708820, -2.003379], [0.110872, -8.503554, -1.907212], [-0.148815, -7.886346, -0.530216], [0.495700, -6.497672, -0.520665], [0.491075, -5.932877, -2.218897], [1.856909, -5.823136, -2.672621], [-0.454733, -4.846677, -2.358200], [-0.220855, -7.413113, -2.918193], [-0.492109, -9.398174, -2.070786], [1.164588, -8.785459, -1.992790], [-1.227135, -7.793101, -0.370708], [0.247831, -8.509418, 0.273022], [-0.066725, -5.795593, 0.093785], [1.531408, -6.538993, -0.182945], [0.201726, -7.597517, -3.904836], [-1.299167, -7.260830, -2.993328], [-0.464637, 5.264097, -3.925073], [-1.083410, 6.112025, -2.810989], [-0.232468, 5.911091, -1.554240], [1.419708, 5.522338, -2.125475], [1.735418, 4.167436, -1.739364], [2.300071, 6.629800, -1.832739], [1.033056, 5.536951, -3.868932], [-0.880863, 5.513080, -4.902804], [-0.659649, 4.204524, -3.734163], [-1.065521, 7.166393, -3.103630], [-2.124658, 5.840917, -2.628172], [-0.199698, 6.811194, -0.941603], [-0.590340, 5.070204, -0.959605], [1.627215, 4.785286, -4.386670], [1.266587, 6.531461, -4.253475]],
  "forces_ev_per_a": [[-0.4981, 1.2816, -0.1442], [0.9096, -2.8532, 2.1901], [0.5527, -0.8942, 0.2191], [0.5180, 3.0548, -3.3156], [-1.2155, 1.1049, -0.0727], [0.6249, -1.9877, 2.2283], [-0.2774, -1.1745, -0.5538], [-0.3570, -0.1058, -0.6137], [1.0095, -0.3225, 0.2930], [-1.3891, 1.3329, -0.2892], [3.4487, -1.1367, 0.5294], [-1.2214, 0.3754, -1.1800], [-2.9485, -0.5031, -2.3153], [1.1010, 0.6211, 0.9863], [-0.6603, 0.0501, -0.5099], [-1.3381, -0.0465, -0.4879], [-0.2323, -1.2345, 0.6319], [0.0808, 1.3728, 0.9701], [-0.5178, 0.7356, 1.0223], [1.1974, 0.6298, 0.2287], [0.4629, -0.1905, -1.1221], [-0.6114, 1.1327, 0.6553], [0.7138, -0.1483, 0.1372], [0.6783, -0.9858, 0.6029], [0.0674, -0.1015, -0.0801], [-0.0834, 0.1216, -0.1050], [-0.1072, -0.1205, -0.3840], [-0.1008, 0.1484, -0.2474], [-0.1870, 0.1274, 0.1446], [0.0601, -0.3335, 0.1999], [0.3326, 0.1861, -0.2872], [0.0082, -0.0286, 0.0582], [-0.0113, 0.0583, 0.0173], [0.0625, -0.0247, 0.0023], [-0.0145, 0.0105, 0.0743], [0.0973, -0.0684, 0.1960], [-0.0132, 0.5975, 0.1242], [-0.1198, -0.0049, 0.1492], [0.0097, -0.0480, 0.1067], [0.0926, -0.0870, 0.0722], [-0.1260, -0.1072, 0.0403], [-0.0731, -0.1804, 0.5281], [0.0101, -0.1121, 0.1673], [-0.3035, 0.2276, -0.0949], [0.2392, -0.5336, -0.2239], [-0.1458, -0.4312, -0.1556], [0.0464, 0.0520, -0.0142], [-0.0640, 0.0148, -0.0447], [0.0683, -0.0036, -0.0202], [-0.0300, 0.0725, -0.0379], [0.1632, 0.1209, -0.1397], [-0.0320, 0.1239, -0.1418], [0.0145, 0.1964, 0.0294], [0.0714, 0.0707, 0.0010], [-0.1062, -0.0858, -0.0054], [-0.0993, 0.1154, -0.0794], [-0.5307, 0.1210, 0.0580], [0.0473, 0.1739, 0.1730], [0.1696, 0.2540, -0.0598], [0.0554, -0.3869, 0.0269], [-0.1764, -0.0708, -0.4600], [0.0326, -0.0342, 0.0447], [0.0416, 0.0494, -0.0284], [0.0087, -0.0653, -0.0045], [0.0774, 0.0241, 0.0197], [0.1785, -0.1517, 0.0586], [0.1910, -0.0008, -0.0060], [0.1037, 0.0513, 0.1558], [0.0440, -0.0456, 0.0820]]
}

Record 6
{
  "formula": "C3H13N2Si",
  "method": "ωB97M-V with the def2-TZVPD basis set",
  "homo_ev": [-12.17, -12.17],
  "e_tot_ha": -520.68342,
  "e_above_lowest_kcal_mol": 121.6,
  "orbital_gap_ev": [8.60, 8.60],
  "fmax_ev_per_a": 4.582,
  "total_charge": 1,
  "elements": ["C", "C", "C", "N", "N", "Si", "H", "H", "H", "H", "H", "H", "H", "H", "H", "H", "H", "H", "H"],
  "positions_angstrom": [[0.402252, -2.493639, 2.316397], [0.889784, 0.620003, 1.007273], [-0.157212, -1.584960, 0.125695], [-0.361446, -2.226402, 1.301358], [0.936912, -0.563332, 0.032167], [-1.250609, 2.782671, -2.898696], [1.435930, -2.066265, 2.415376], [-2.163910, 2.263185, -1.787464], [0.102143, -3.228337, 3.050623], [0.004332, 0.436601, 1.702990], [1.757581, 0.541589, 1.635924], [1.002906, 1.567330, 0.640778], [-0.970941, -1.263990, -0.356216], [-1.407277, -2.568674, 1.314440], [1.839981, -0.980453, 0.280873], [0.923364, -0.127826, -0.900290], [-0.398684, 1.574207, -3.423640], [-0.664860, 4.130034, -2.351750], [-1.920248, 3.188257, -4.105840]],
  "forces_ev_per_a": [[1.1724, 0.1866, 0.5418], [-1.2862, -3.1099, 3.1089], [2.9400, 0.1421, 1.0728], [-2.1157, -0.4054, -0.2499], [-0.1802, 0.5498, 1.0561], [0.3675, 0.0571, 0.6979], [-1.2358, -0.4579, -0.4149], [0.4453, 0.1850, -0.6980], [-0.2517, 0.2751, -0.0610], [1.0266, 0.7375, -1.2076], [0.4458, -0.3392, 0.4532], [-0.5408, 2.2022, -1.8147], [-3.0032, 0.9954, -1.7416], [2.8058, 0.3481, 0.1794], [-0.0973, -0.1859, -1.0637], [0.2956, -0.9113, 0.0983], [-0.2027, 1.1380, 0.8632], [0.0589, -1.5026, -0.3916], [-0.6445, 0.0952, -0.4285]]
}